13
Properties=species:S:1:pos:R:3:forces:R:3:mulliken_charge:R:1 method="wB97M-V/def2-TZVPD" energy_ev=-6788.0978 gap_ev=9.225 smiles=Cc1cc[nH]c1 e_above_lowest_kj_mol=40.0 max_force_ev_per_a=2.119
C -0.881 0.550 -0.354 0.02 0.09 -1.34 -0.68
N -0.489 -0.153 -1.468 0.49 -0.44 -0.41 -0.01
C 0.842 -0.794 0.165 0.27 0.45 0.17 -0.43
C -0.007 0.235 0.647 -0.87 0.20 0.58 0.71
H -1.756 1.165 -0.497 0.23 0.35 0.58 0.38
H 0.902 0.516 2.571 0.28 0.19 -0.58 0.31
H 0.243 1.999 1.906 0.05 0.13 -0.30 0.26
H 1.519 -1.350 0.794 0.29 0.09 -0.25 0.36
C 0.083 0.927 1.958 0.36 -0.60 2.00 -1.17
H -0.761 -0.013 -2.424 -0.42 0.16 0.17 0.21
H -0.706 0.780 2.713 -0.53 -0.01 -0.79 0.28
H 1.036 -1.596 -1.896 -0.12 0.10 0.03 0.37
C 0.582 -0.939 -1.168 -0.04 -0.72 0.14 -0.58

12
Properties=species:S:1:pos:R:3:forces:R:3:mulliken_charge:R:1 method="wB97M-V/def2-TZVPD" energy_ev=-10832.4198 gap_ev=7.405 smiles="O=CN[C@H]1C2=C([O-])[C@H]21" e_above_lowest_kj_mol=309.1 max_force_ev_per_a=4.093 total_charge=-1
O 2.916 1.111 0.283 -0.28 -0.76 -0.25 -0.73
C 2.041 0.293 -0.038 1.21 2.46 -0.26 0.70
N -0.817 0.603 0.160 1.31 -1.70 -0.38 -0.11
H -0.577 1.576 0.200 0.78 0.13 0.04 0.27
C 1.287 -0.202 -1.134 -0.87 -0.71 0.81 -0.88
C 0.065 -0.525 -0.158 1.63 1.32 -1.10 -0.08
O -2.892 1.334 0.043 -0.15 -1.15 -1.05 -0.67
H -0.558 -1.357 -0.408 -0.28 -0.45 -0.29 0.30
H 1.652 -1.784 0.779 0.04 0.00 0.31 0.17
H -2.358 -0.662 -0.131 -0.23 0.17 -0.70 0.23
C -2.072 0.402 -0.105 -2.77 1.92 2.32 0.11
C 1.312 -0.789 0.508 -0.39 -1.24 0.53 -0.31

102
Properties=species:S:1:pos:R:3:forces:R:3:lowdin_spin:R:1 method="wB97M-V/def2-TZVPD" energy_ev=-136430.8762 gap_ev="6.938 / 8.028" e_above_lowest_kj_mol=0.0 max_force_ev_per_a=0.566 multiplicity=4 s2=4.1349
C 2.363 4.248 -1.587 0.01 0.03 0.00 0.00
S 3.118 0.441 1.146 -0.12 -0.18 -0.05 0.01
C -2.703 0.025 -0.515 -0.10 0.01 0.06 -0.02
H 0.045 5.461 -3.744 0.00 -0.02 0.00 0.00
C 3.277 3.110 -1.154 -0.04 -0.03 -0.04 0.00
H -0.887 -6.159 1.594 0.02 0.01 0.00 0.00
H -3.556 3.839 -0.878 0.02 0.00 -0.01 0.00
C -4.076 2.062 1.111 -0.06 0.05 0.04 -0.02
O 0.576 2.423 -0.797 -0.03 0.16 0.15 0.03
C -0.238 1.411 5.285 -0.02 0.09 0.08 0.00
H -3.909 1.607 2.088 0.01 -0.02 -0.01 0.00
C 3.392 0.390 5.155 0.03 -0.02 0.09 0.00
H -3.175 -3.244 1.243 0.09 -0.09 -0.01 0.00
H -3.079 -4.935 1.758 0.03 0.00 0.00 0.00
S 1.379 -2.211 1.997 -0.03 0.00 0.08 0.01
C -2.943 -1.184 -4.095 0.01 0.01 -0.05 0.00
C 0.065 4.431 -4.084 0.00 0.01 0.02 0.00
H 0.487 1.290 -2.862 0.00 0.01 -0.03 0.00
H 5.232 -1.221 2.154 -0.02 0.01 0.01 0.00
H -5.292 -3.630 -0.192 0.00 0.03 0.01 0.00
H 3.776 -4.183 -2.980 -0.01 0.02 0.00 0.00
H 0.074 0.748 -5.257 0.00 0.01 0.01 0.00
H -5.353 -2.484 1.151 -0.01 0.00 -0.01 0.00
H -2.264 -2.022 -4.274 0.00 0.01 0.01 0.00
C 3.864 -3.410 -0.341 0.02 -0.04 0.01 0.00
N -3.044 -0.588 5.993 -0.01 0.02 0.00 0.00
H 2.862 0.828 5.991 0.00 -0.01 -0.04 0.00
H -0.910 3.400 0.873 -0.03 -0.01 -0.03 0.00
O -0.789 -3.084 0.200 0.00 -0.10 -0.01 0.00
C -5.400 -2.575 0.066 -0.05 -0.03 -0.01 0.00
C -4.345 -1.735 -0.602 -0.04 0.06 -0.03 0.00
C -0.473 -5.390 0.939 0.00 -0.06 -0.01 0.00
C -2.249 -0.038 5.372 -0.05 -0.09 0.07 0.00
H 2.479 5.123 -0.944 0.03 -0.02 0.00 0.00
C 4.237 1.882 0.856 0.04 -0.01 0.06 0.00
C -1.253 0.650 4.612 0.05 -0.07 0.13 0.01
H 4.236 3.220 -1.667 0.01 0.00 0.02 0.00
C 0.313 3.398 -3.190 -0.02 -0.05 -0.04 0.00
C 2.724 -3.278 -1.334 -0.03 0.00 0.02 0.00
H -2.409 4.298 1.096 0.00 -0.02 0.01 0.00
H -3.863 -1.381 -4.648 0.00 -0.01 0.01 0.00
O -0.370 1.200 2.697 0.06 0.12 0.00 0.01
H 0.593 -5.296 1.147 0.00 0.01 -0.01 0.00
C -2.747 2.302 0.389 -0.02 0.00 -0.04 -0.02
N -1.287 0.535 3.321 -0.31 -0.01 -0.03 0.01
H -4.749 1.429 0.534 0.02 0.04 0.00 0.00
H 4.746 2.086 1.795 -0.02 0.00 0.01 0.00
H -2.965 -4.525 0.035 0.01 0.02 0.01 0.00
C -3.032 2.889 -0.997 -0.09 0.00 -0.07 -0.02
H 4.817 -3.284 -0.860 -0.02 0.00 0.01 0.00
C 3.487 3.104 0.356 -0.02 0.03 -0.03 0.00
C 2.818 -4.280 -2.466 -0.01 -0.02 -0.01 0.00
H -2.481 -0.287 -4.510 -0.01 -0.01 0.00 0.00
S 0.593 3.767 -1.462 -0.03 -0.10 -0.17 0.01
C -2.698 -4.203 1.044 0.05 0.01 0.04 0.00
C -3.207 -1.025 -2.624 0.02 0.01 0.05 0.00
H -0.599 -5.708 -0.098 -0.01 0.00 0.01 0.00
C -2.512 -0.077 -1.886 -0.03 -0.08 0.01 -0.01
H 4.972 1.530 0.128 0.03 0.02 0.03 0.00
H 3.847 -4.398 0.124 0.00 0.01 -0.01 0.00
H -4.685 -2.573 -2.542 -0.01 0.02 0.00 0.00
H -6.397 -2.260 -0.251 0.01 0.01 0.00 0.00
O 1.451 -3.525 -0.696 0.12 -0.02 -0.03 0.00
C -3.604 -0.812 0.128 0.01 -0.03 -0.05 -0.01
H -4.562 3.028 1.262 0.00 -0.02 0.01 0.00
C -0.168 4.127 -5.416 0.00 0.01 0.00 0.00
H 5.998 -1.671 4.469 -0.01 0.01 -0.01 0.00
H 2.737 -5.295 -2.073 0.01 0.01 0.00 0.00
H 2.097 1.277 3.672 -0.01 0.00 0.02 0.00
N 0.574 2.020 5.824 -0.05 -0.01 -0.01 0.00
C 0.311 2.072 -3.592 0.02 0.04 0.03 0.00
H 4.810 -0.652 6.380 0.00 0.01 -0.01 0.00
H -1.938 3.065 2.264 0.02 -0.05 0.07 0.00
C -0.162 2.802 -5.837 0.00 0.00 -0.01 0.00
N -1.997 1.018 0.234 0.09 0.13 -0.08 -0.39
Cr -0.226 0.792 0.774 0.52 -0.21 0.05 3.35
H 2.015 -4.121 -3.185 0.00 -0.01 0.01 0.00
C 4.486 -0.440 5.369 0.00 -0.01 -0.03 0.00
H 2.848 2.157 -1.474 0.02 -0.01 -0.01 0.00
C 2.962 0.657 3.864 0.05 -0.05 -0.05 0.00
H -0.351 2.568 -6.876 0.00 0.00 0.01 0.00
H 2.520 3.148 0.861 0.01 0.02 0.02 0.00
H -2.112 3.068 -1.554 0.04 0.00 0.01 0.00
H -3.735 -0.730 1.200 0.02 -0.01 0.01 0.00
C -1.945 3.317 1.207 0.05 -0.02 -0.02 0.01
H 4.043 3.997 0.653 0.02 0.00 -0.03 0.00
P 0.671 -2.446 0.197 -0.16 0.05 0.01 0.00
H -1.800 0.577 -2.371 0.03 0.02 -0.02 0.00
S 0.544 -0.782 -0.939 -0.04 0.11 -0.17 0.01
H -0.364 4.921 -6.124 0.00 -0.01 0.01 0.00
C -4.126 -1.839 -1.970 -0.02 -0.03 -0.01 0.00
C 0.075 1.780 -4.929 -0.01 -0.04 -0.02 0.00
H -0.938 -3.688 2.164 0.00 -0.01 0.00 0.00
O 1.759 1.073 1.332 -0.06 0.23 -0.12 0.01
H -3.660 2.226 -1.593 0.00 0.03 0.03 0.00
H 2.699 -2.264 -1.741 0.01 0.01 0.01 0.00
C 4.735 -0.757 2.999 0.01 0.00 -0.02 0.00
H 3.784 -2.663 0.448 -0.02 0.00 0.01 0.00
C 5.156 -1.013 4.296 0.01 -0.01 0.02 0.00
H 2.527 4.551 -2.620 -0.01 0.02 0.02 0.00
C 3.649 0.081 2.807 0.04 0.05 0.03 0.00
C -1.196 -4.081 1.178 -0.03 0.05 -0.01 0.00

109
Properties=species:S:1:pos:R:3:forces:R:3:mulliken_charge:R:1 method="wB97M-V/def2-TZVPD" energy_ev=-172188.7720 gap_ev=7.361 smiles="[H]/N=C(/N)NCCCC[C@]1(OCC)[C@@H](C[C@H](C)Br)OC(=O)[C@@]1(F)S(C)(=O)=O.O=C1C=C(O)C(=O)C=C1O.O=C1C=C(O)C(=O)C=C1O.O=C1C=C(O)C(=O)C=C1O.O=C1C=C(O)C(=O)C=C1O" max_force_ev_per_a=9.606
H 1.480 -2.309 1.231 1.38 1.82 0.14 0.21
C -2.624 4.434 1.649 0.27 0.52 -0.26 -0.19
C -4.574 -10.078 -0.174 0.45 -0.69 0.85 0.90
C 5.022 5.249 -6.085 -0.17 0.40 -0.09 -0.76
H -4.270 -0.521 -1.426 0.22 -1.25 0.32 0.31
C 3.813 1.860 0.811 -1.82 1.92 1.04 0.20
C 3.107 1.893 -0.666 0.80 -0.15 0.77 0.37
C 5.703 -2.827 -0.836 1.95 0.27 1.14 -0.74
O -4.408 -6.200 -1.448 0.20 -1.55 0.10 -0.57
C -5.350 1.896 5.618 0.01 -0.03 0.35 -0.75
H -2.097 -0.218 -3.354 0.94 0.25 2.39 0.36
N -4.848 -1.828 0.753 2.23 -2.65 -4.86 -0.60
C 0.204 4.251 2.141 -0.02 -0.46 -0.23 -1.09
H 4.288 -1.381 2.547 -2.24 -0.82 0.23 0.21
H 6.562 -3.473 -1.351 -2.52 1.13 0.70 0.35
C -1.986 3.334 1.247 -1.20 -0.53 -1.16 -0.23
O 4.146 7.380 -6.618 -0.21 -0.56 0.80 -0.61
H -1.439 2.430 5.893 -0.05 -0.02 0.00 0.46
H -0.435 7.066 3.354 0.26 -0.26 -0.07 0.34
C 3.328 6.442 -4.621 -1.28 1.34 0.80 0.30
H -3.012 -4.133 -0.420 -1.52 0.61 -0.44 0.32
H -3.326 1.827 8.861 0.28 0.06 -0.24 0.35
O 5.812 3.111 -5.451 -1.42 1.25 0.99 -0.58
C -1.684 -0.138 -2.237 -0.68 -0.41 -0.90 -0.62
F 1.978 -2.671 -2.950 2.60 2.52 2.19 -0.38
O 4.478 0.099 -2.151 -2.04 -2.75 -1.26 -0.39
O 4.151 3.255 -3.271 0.22 0.53 -0.77 -0.39
C -1.900 5.516 2.334 -1.14 0.35 -0.08 0.72
O 2.552 7.562 -4.391 1.32 -1.22 -0.97 -0.57
O 3.087 -1.213 0.205 -2.69 -0.03 0.40 0.04
H -1.902 -2.388 -1.837 -0.88 2.10 0.98 0.21
O 0.030 2.128 1.113 -0.49 0.38 0.01 -0.42
C 0.688 -0.761 -0.953 -0.89 -0.68 0.01 -0.78
C 3.178 0.495 -1.514 -3.34 1.51 -2.60 -1.07
C 4.081 -1.045 -3.037 1.36 0.27 -4.63 0.07
H -2.051 -1.253 -0.282 -0.51 -0.39 -1.99 0.38
O -2.865 -6.896 0.714 -1.27 -0.74 -1.42 -0.55
H -3.686 4.574 1.489 0.03 0.02 0.03 0.49
Br 5.627 1.024 0.876 -1.09 0.31 -0.12 -0.18
C -5.351 -9.629 -1.362 -1.23 -0.90 -1.25 0.34
O 4.223 -4.292 -2.650 -0.21 4.30 3.72 -0.73
H 3.052 -2.841 3.037 0.63 2.22 -0.79 0.30
H -4.490 -4.337 -1.302 0.92 0.86 1.03 0.38
H -5.859 -8.023 -2.647 0.03 -0.02 0.05 0.42
H 4.154 3.510 2.501 -0.56 -0.24 -2.59 0.29
C -4.645 2.125 4.508 -1.25 -0.01 -1.36 0.38
H 0.207 -0.857 -3.289 -0.12 1.07 2.07 0.30
H -4.538 2.366 2.630 -0.30 -0.16 0.20 0.27
H -4.910 -0.788 0.640 0.25 -1.13 -0.24 0.26
O -2.660 2.314 0.600 1.47 0.87 0.79 -0.58
H 2.721 -1.074 3.610 1.07 -1.34 -1.93 0.31
H 1.961 2.175 -0.495 2.40 -0.91 -0.36 -0.08
H -1.980 1.630 0.412 -0.29 0.23 0.13 0.10
H 1.268 4.118 2.286 -0.07 0.00 0.02 0.57
O 3.194 -4.193 -0.383 2.54 4.10 -2.32 -0.67
O -6.130 -10.568 -2.012 1.29 0.73 1.40 -0.56
S 3.997 -3.337 -1.414 -1.31 -8.02 -1.54 1.31
C 5.015 4.220 -5.236 1.31 -1.36 -0.74 0.19
H 5.985 -1.707 -1.022 -1.04 -2.01 0.41 0.15
H 2.708 5.408 -2.879 0.02 0.01 -0.05 0.51
H 2.732 8.164 -5.145 -0.07 -0.24 0.28 0.35
H 5.627 2.507 -4.700 0.10 0.13 -0.32 0.32
C -2.363 -1.380 -1.412 1.51 0.07 -0.27 -0.44
C -4.688 1.828 6.929 -1.14 -0.21 0.41 0.86
C 2.222 -1.416 1.376 0.50 0.42 2.01 0.47
H 3.138 1.360 1.648 1.53 0.61 -2.08 0.15
C -0.525 3.159 1.478 0.75 -0.15 0.20 1.04
H 0.341 0.887 -2.490 -0.73 -2.40 0.10 0.05
C -0.434 5.353 2.540 1.40 1.16 0.83 0.30
O -5.261 2.193 3.272 1.53 0.09 1.24 -0.63
H 3.168 4.148 0.931 1.58 -1.42 0.76 0.25
C 3.176 -1.718 2.716 -1.05 0.27 0.06 -1.04
N -3.873 -1.480 -1.535 1.14 -1.18 1.58 -0.40
H -3.148 -9.436 1.358 -0.05 0.03 -0.06 0.42
O 0.245 6.384 3.162 -1.60 -1.05 -0.80 -0.59
C -3.666 -7.828 0.081 1.27 0.92 1.18 0.33
H 1.682 -0.384 1.627 0.82 -2.32 -0.77 -0.34
C -3.216 2.046 6.980 1.34 0.05 1.54 0.27
H 5.768 -3.082 0.314 -0.49 0.72 -2.33 0.32
C 4.150 4.223 -4.024 -0.46 -0.12 0.76 0.70
O -2.604 2.006 8.220 -1.54 -0.09 -1.41 -0.57
H 5.078 3.755 0.877 -2.53 -0.32 0.82 0.37
C 4.172 6.426 -5.847 0.55 0.32 -1.05 0.86
H 0.303 -1.872 -0.743 1.01 2.41 -0.43 0.48
C 2.325 -0.825 -0.997 2.72 0.04 -0.93 1.43
C -3.721 -9.092 0.507 -0.17 -0.36 -0.05 -0.83
O -2.461 6.532 2.728 0.69 -0.61 -0.14 -0.63
H -6.000 -11.404 -1.514 -0.05 0.33 -0.19 0.35
O -5.307 1.605 7.964 0.78 0.22 -0.66 -0.60
H 5.644 5.259 -6.971 -0.05 0.00 0.06 0.43
C -5.298 -8.364 -1.786 0.14 0.44 0.08 -0.93
O -4.657 -11.242 0.204 -0.15 0.81 -0.54 -0.61
H -2.066 0.915 -1.848 0.90 -2.20 -0.52 0.17
H 2.562 0.784 -2.495 0.99 -0.30 2.03 0.23
C -4.285 -2.404 -0.390 -1.72 2.64 3.47 0.22
H -6.423 1.753 5.597 0.08 -0.01 0.00 0.44
C 4.015 3.440 1.320 1.51 -0.56 -0.09 -1.02
C -4.464 -7.372 -1.091 -0.50 0.38 -0.78 0.91
C -3.169 2.316 4.556 0.89 0.06 0.16 0.40
C -0.029 -0.232 -2.329 -0.25 1.10 -0.05 -0.39
O 4.507 -1.268 -4.283 -2.78 1.68 9.04 -0.57
O -2.545 2.506 3.518 -0.67 -0.60 1.00 0.03
C 3.319 5.411 -3.773 0.15 -0.43 0.11 -0.83
N -4.044 -3.924 -0.452 0.03 3.40 -0.33 -0.43
C -2.510 2.272 5.871 0.00 0.09 -0.52 -0.86
H -3.000 -6.058 0.220 -0.10 -0.37 0.38 0.26
H 0.253 -0.079 -0.074 1.43 -1.44 -1.86 0.14
H 3.585 2.798 -1.269 -0.93 -2.35 1.13 0.04
C 2.967 -1.888 -2.117 -0.94 -0.31 -1.84 0.50

8
Properties=species:S:1:pos:R:3:forces:R:3:mulliken_charge:R:1 method="wB97M-V/def2-TZVPD" energy_ev=-26851.4290 gap_ev=7.805 smiles="CS(=O)(=O)[S-]" e_above_lowest_kj_mol=141.5 max_force_ev_per_a=5.069 total_charge=-1
H 1.455 0.630 -1.016 -0.51 -0.56 0.13 0.26
H 1.385 -0.936 -0.067 0.65 -0.62 0.46 0.27
S -1.876 1.279 -0.782 -0.79 0.52 -0.42 -0.46
S -1.073 -0.200 0.137 4.64 -1.55 -1.31 0.75
H 1.289 0.831 0.760 0.14 -1.67 -0.87 0.24
O -1.166 -0.159 1.582 -0.52 -0.18 0.25 -0.56
O -1.153 -1.540 -0.511 -0.70 1.56 0.86 -0.60
C 1.138 0.095 -0.104 -2.92 2.50 0.90 -0.90